Molecular formula: C24H42N6
Method: DFT, ωB97M-V with the def2-TZVPD basis set

Structure (XYZ):
```
72
Properties=species:S:1:pos:R:3:forces:R:3:mulliken_charge:R:1
C -3.1185 3.1356 -12.0397 -0.924 -0.251 0.626 -1.302
C -1.7055 3.0236 -12.4828 0.258 0.706 -0.343 0.037
C -1.5700 2.7606 -13.9640 0.024 -0.719 -0.354 -0.505
C -2.4194 3.5854 -14.8364 -0.189 0.849 -0.778 0.172
N -3.0733 4.2000 -15.5696 0.710 -0.703 0.995 -0.418
H -3.7088 3.8506 -12.6130 0.186 0.208 0.082 0.379
H -3.1364 3.3947 -10.9811 -0.289 0.117 0.040 0.243
H -3.6355 2.1824 -12.1500 -0.035 -0.133 0.048 0.391
H -1.2024 2.2295 -11.9309 0.187 0.023 -0.053 0.168
H -1.1801 3.9655 -12.3252 0.088 0.065 0.451 0.218
H -1.8717 1.7369 -14.1856 0.141 -0.188 -0.043 0.299
H -0.5067 2.8604 -14.1821 -0.145 0.051 -0.641 0.331
C 7.0475 0.4403 -9.4066 0.408 -1.113 0.674 -1.039
C 6.4833 -1.0359 -9.2152 0.532 1.305 -1.711 -0.494
C 5.4777 -1.1977 -8.1240 -0.495 0.785 0.907 -0.338
C 4.4257 -0.1771 -8.1436 -2.093 2.092 -0.053 0.273
N 3.5482 0.6005 -8.1654 1.910 -1.761 0.143 -0.502
H 7.6874 0.7012 -8.5636 -0.059 -0.099 0.317 0.320
H 6.3321 1.2597 -9.4760 -0.360 -0.396 -0.247 0.255
H 7.7436 0.4793 -10.2444 -0.340 -0.106 -0.238 0.350
H 7.3195 -1.7063 -9.0166 -0.030 0.036 -0.064 0.305
H 6.0091 -1.3650 -10.1399 0.222 0.052 -0.218 0.314
H 6.0427 -1.0723 -7.2004 -0.470 -0.295 0.444 0.277
H 4.8927 -2.1170 -8.1543 0.587 -0.412 0.122 0.287
C 0.3721 4.4024 -8.8062 -0.122 0.642 0.927 -1.489
C 0.7914 2.9525 -8.9867 0.052 1.117 -0.996 -0.304
C 0.2393 1.9791 -7.9218 1.594 0.146 1.025 0.120
C 0.8835 2.2891 -6.6147 -1.815 -0.435 -2.230 0.167
N 1.4308 2.5446 -5.6141 0.392 0.069 1.260 -0.345
H 0.7848 4.8114 -7.8839 0.299 0.072 0.093 0.371
H -0.6903 4.6150 -8.6870 -0.257 -0.503 -0.309 0.390
H 0.7290 5.0646 -9.5949 0.105 -0.277 -0.140 0.377
H 1.8793 2.9456 -9.0527 0.068 -0.416 0.484 0.194
H 0.5012 2.6532 -9.9938 -0.439 -0.592 0.181 0.251
H 0.5901 0.9614 -8.0929 -0.295 -0.168 -0.335 0.181
H -0.8434 2.0336 -7.8085 -0.032 0.079 -0.009 0.599
C -3.6778 8.7776 -11.4094 0.028 -0.776 1.064 -1.273
C -2.9134 7.4693 -11.0405 -1.468 0.813 0.122 -0.226
C -3.4509 6.8555 -9.6962 0.607 -0.382 -0.603 -0.055
C -2.9974 7.6003 -8.5279 0.330 0.938 1.416 0.189
N -2.6837 8.2047 -7.5872 -0.321 -0.869 -1.329 -0.444
H -4.7452 8.5766 -11.5010 0.004 -0.218 -0.576 0.347
H -3.2603 9.2262 -12.3109 -0.190 0.149 0.208 0.362
H -3.6758 9.4378 -10.5421 0.530 0.451 -0.205 0.333
H -1.8526 7.7072 -10.9610 0.010 -0.283 0.130 0.326
H -3.0848 6.7986 -11.8825 0.225 -0.403 0.253 0.223
H -3.1217 5.8218 -9.5905 0.477 -0.056 0.015 -0.123
H -4.5262 6.7149 -9.5872 -0.235 0.585 -0.536 0.347
C 0.6636 -1.8782 -6.5165 -0.426 -0.332 1.628 -0.894
C 0.6050 -1.9764 -4.9293 0.202 -0.102 -2.339 -0.544
C 0.2957 -0.6203 -4.3382 -0.359 0.192 0.711 -0.127
C -0.7960 0.1293 -4.9294 -0.823 0.608 -0.724 0.246
N -1.6806 0.7484 -5.4140 1.407 -0.483 0.504 -0.359
H -0.3050 -1.5496 -6.8933 -0.014 -0.092 -0.159 0.354
H 0.8960 -2.8608 -6.9272 0.048 0.200 -0.124 0.399
H 1.4184 -1.1434 -6.7964 0.143 -0.100 -0.115 0.068
H 1.5954 -2.3150 -4.6250 -0.174 0.141 0.437 0.323
H -0.1420 -2.6876 -4.5769 0.067 -0.089 -0.206 0.329
H 1.1344 0.0682 -4.4415 0.382 0.040 0.194 0.296
H 0.0547 -0.7336 -3.2812 0.155 0.314 0.209 0.350
C 3.8657 5.3168 -10.2897 -0.122 0.000 -1.252 -0.889
C 5.0121 5.0338 -9.3679 0.015 0.973 0.048 -0.425
C 4.5793 4.9559 -7.9355 0.897 -1.247 1.173 0.057
C 3.7322 6.0236 -7.4596 -1.335 1.696 0.439 0.163
N 3.0281 6.8759 -7.1015 0.996 -1.299 -0.505 -0.477
H 3.4434 6.3190 -10.2166 0.250 0.086 0.240 0.382
H 3.0179 4.6400 -10.1839 0.129 -0.303 0.087 -0.019
H 4.2647 5.2052 -11.2979 -0.381 0.079 -0.246 0.392
H 5.7080 5.8725 -9.3807 0.117 0.077 -0.431 0.296
H 5.5913 4.1658 -9.6830 -0.210 -0.177 0.247 0.236
H 5.4904 4.9384 -7.3375 -0.001 0.170 0.344 0.325
H 4.1116 4.0057 -7.6777 -0.336 -0.147 -0.181 -0.022
```
Positions in Å, forces in eV/Å.

Output
Spin multiplicity: 2
Expectation value of S²: 0.759
ΔE to the lowest compared entry with this formula, charge and spin (kcal/mol): 11.7
Lowest unoccupied orbital energy (alpha / beta) (eV): -2.64 / -10.67
Net charge: +1